[1]
DFT (ωB97M-V/def2-TZVPD) results for C33H27FeN7O3S as an isolated structure at a distorted geometry.

CARTESIAN COORDINATES (ANGSTROEM)
Fe  -0.7651  0.2478  -0.1773
O  -2.6177  -4.4152  2.1472
C  -3.6884  -3.6088  2.2631
C  -4.8350  -4.1271  2.8676
C  -5.9674  -3.3468  3.0042
C  -5.9847  -2.0345  2.5418
C  -4.8460  -1.5201  1.9467
C  -3.6913  -2.2856  1.7995
C  -2.4941  -1.6537  1.1523
O  -2.5712  -0.4397  0.7943
N  -1.4475  -2.4550  1.0227
N  -0.3829  -1.7959  0.4281
C  0.7121  -2.4529  0.3719
C  1.9616  -1.9607  -0.1941
C  3.0505  -2.8427  -0.1387
C  4.2983  -2.5136  -0.6270
C  4.4676  -1.2397  -1.1793
C  3.4209  -0.3506  -1.2507
C  2.1164  -0.6674  -0.7796
O  1.1693  0.1901  -0.9539
H  -1.9209  -3.8790  1.6762
H  -4.8041  -5.1503  3.2192
H  -6.8484  -3.7666  3.4762
H  -6.8714  -1.4235  2.6483
H  -4.8123  -0.5023  1.5810
H  0.7380  -3.4631  0.7828
H  2.8913  -3.8206  0.3045
H  5.1202  -3.2145  -0.5745
H  5.4405  -0.9475  -1.5605
H  3.5508  0.6355  -1.6818
C  -0.7072  1.7169  -5.3522
C  -2.1799  1.9983  -5.0753
N  -2.4085  2.8033  -3.8787
C  -2.0878  2.2196  -2.6378
S  -2.9236  0.6921  -2.2915
N  -1.3628  2.8725  -1.8094
N  -1.1054  2.3136  -0.6028
C  -0.6191  3.1524  0.3355
C  -0.5850  4.6404  0.1536
C  -0.1784  2.5814  1.5538
C  0.2064  3.3577  2.6803
C  0.6012  2.7351  3.8341
C  0.6235  1.3336  3.9029
C  0.2376  0.6377  2.7721
N  -0.1381  1.2167  1.6406
H  -0.5806  1.1283  -6.2629
H  -0.2653  1.1628  -4.5216
H  -0.1435  2.6457  -5.4679
H  -2.7152  1.0562  -4.9521
H  -2.6460  2.5164  -5.9160
H  -1.9264  3.6945  -3.9220
H  -0.7640  4.8986  -0.8854
H  0.3821  5.0520  0.4500
H  -1.3500  5.1340  0.7631
H  0.1747  4.4368  2.6288
H  0.8915  3.3319  4.6911
H  0.9251  0.8045  4.7949
H  0.2310  -0.4479  2.7607
N  3.9612  -5.3614  -5.0196
C  3.1387  -4.6667  -4.6150
C  2.1002  -3.8043  -4.1180
C  2.3433  -2.4375  -3.9876
C  1.3417  -1.6097  -3.5202
C  0.0998  -2.1476  -3.1691
C  -0.1318  -3.5188  -3.2913
C  0.8644  -4.3478  -3.7707
C  -0.9008  -1.2713  -2.6513
C  -1.5655  -0.3738  -2.1669
H  3.3151  -2.0333  -4.2337
H  1.5129  -0.5522  -3.3782
H  -1.0878  -3.9255  -2.9913
H  0.6943  -5.4115  -3.8627

energy above the lowest of the compared OMol25 structures with the same formula, charge and spin: 10.8 kcal per mole
lowest unoccupied orbital energy (alpha / beta): 0.068 / 0.060 Eh
multiplicity: 6
charge: -1
highest occupied orbital energy (alpha / beta): -2.812 / -4.639 eV

[2]
DFT (ωB97M-V/def2-TZVPD) results for C33H27N3O3PY as an isolated structure at a distorted geometry.

CARTESIAN COORDINATES (ANGSTROEM)
Y  -0.2357  -0.1958  1.0506
O  -0.2947  -0.6677  3.6190
N  -0.6370  -1.7365  2.7724
C  -1.5779  -2.5267  3.1076
C  -2.0771  -3.6304  2.2705
C  -2.7529  -4.6076  2.9956
C  -3.2398  -5.7488  2.3680
C  -3.0579  -5.9084  1.0089
C  -2.3996  -4.9245  0.2744
C  -1.9110  -3.7745  0.8770
P  -1.1287  -2.5368  -0.1853
C  0.0413  -3.4032  -1.2544
C  1.2143  -3.9064  -0.6883
C  2.1477  -4.5552  -1.4775
C  1.9212  -4.6964  -2.8429
C  0.7567  -4.2026  -3.4110
C  -0.1867  -3.5587  -2.6204
C  -2.3938  -1.7777  -1.2131
C  -3.7351  -2.1401  -1.2278
C  -4.6490  -1.3760  -1.9441
C  -4.2356  -0.2449  -2.6311
C  -2.8981  0.1359  -2.6159
C  -1.9879  -0.6311  -1.9059
H  -0.9173  -0.6013  4.3613
H  -2.0209  -2.4268  4.0995
H  -2.9020  -4.4828  4.0604
H  -3.7604  -6.5013  2.9441
H  -3.4323  -6.7870  0.5013
H  -2.2733  -5.0666  -0.7929
H  1.4022  -3.8089  0.3772
H  3.0473  -4.9556  -1.0295
H  2.6508  -5.2002  -3.4628
H  0.5827  -4.3274  -4.4711
H  -1.0964  -3.1848  -3.0724
H  -4.0845  -2.9966  -0.6663
H  -5.6909  -1.6663  -1.9578
H  -4.9563  0.3454  -3.1813
H  -2.5684  1.0136  -3.1548
H  -0.9359  -0.3408  -1.9576
O  -4.2127  -0.9269  1.8665
C  -3.7107  0.1220  1.5693
N  -2.3159  0.3661  1.4528
C  -2.1439  1.6670  1.0232
O  -0.9877  2.0753  0.7513
C  -3.4400  2.3602  0.9501
C  -3.7599  3.6643  0.6217
C  -5.1135  3.9883  0.6249
C  -6.0859  3.0365  0.9361
C  -5.7441  1.7242  1.2584
C  -4.4009  1.4148  1.2611
H  -3.0051  4.3980  0.3751
H  -5.4226  4.9955  0.3810
H  -7.1279  3.3271  0.9266
H  -6.4953  0.9845  1.4996
C  6.2969  -1.5373  0.8275
C  4.8452  -1.1665  0.8231
C  4.1430  -0.9993  -0.3677
C  2.8093  -0.6520  -0.3327
N  2.1433  -0.4627  0.8172
C  2.8158  -0.6327  1.9709
C  4.1481  -0.9758  2.0162
H  6.7139  -1.5357  -0.1764
H  6.4342  -2.5300  1.2590
H  6.8614  -0.8359  1.4425
H  4.6296  -1.1314  -1.3242
H  2.2530  -0.5169  -1.2538
H  2.2606  -0.4825  2.8920
H  4.6319  -1.0840  2.9774

lowest unoccupied orbital energy: -0.224 Eh
charge: +2
highest occupied orbital energy: -14.095 eV

[3]
DFT (ωB97M-V/def2-TZVPD) results for C33H28CdIN3O2P as an isolated structure at a distorted geometry.

CARTESIAN COORDINATES (ANGSTROEM)
Cd  -9.7750  -12.6559  -9.8843
I  -12.4072  -11.8943  -7.9354
C  -13.2110  -13.4824  -9.1607
C  -14.2671  -13.1713  -10.0094
C  -15.3098  -14.0929  -10.2547
C  -15.2909  -15.3056  -9.6262
C  -14.2350  -15.6692  -8.7548
C  -14.2773  -16.8234  -7.9518
C  -13.1997  -17.2368  -7.2396
C  -11.9947  -16.4826  -7.2773
C  -11.8506  -15.3320  -7.9973
P  -10.2137  -14.5590  -8.1774
C  -9.7837  -14.0907  -6.5044
C  -8.4776  -13.5535  -6.3403
C  -8.0619  -12.9832  -5.1293
C  -8.9368  -12.9821  -4.0377
C  -10.2201  -13.5360  -4.1590
C  -10.6726  -14.0359  -5.4086
C  -9.2418  -15.9322  -8.6736
C  -9.2564  -16.2805  -10.0073
C  -8.4005  -17.2681  -10.5028
C  -7.4076  -17.7548  -9.6434
C  -7.3980  -17.4133  -8.2787
C  -8.4043  -16.5647  -7.7789
C  -13.0310  -14.8043  -8.6644
H  -14.3181  -12.1351  -10.4183
H  -16.1808  -13.8358  -10.8465
H  -16.1267  -16.0321  -9.6735
H  -15.1472  -17.4487  -7.9536
H  -13.2228  -18.0935  -6.5769
H  -11.1559  -16.8491  -6.7035
H  -7.6943  -13.7102  -7.1717
H  -7.0291  -12.6090  -5.0401
H  -8.6165  -12.5413  -3.0808
H  -10.8853  -13.6753  -3.2696
H  -11.7359  -14.1457  -5.5472
H  -10.0132  -15.8127  -10.6447
H  -8.4849  -17.6216  -11.5127
H  -6.6471  -18.3901  -10.0988
H  -6.6183  -17.7872  -7.6174
H  -8.4278  -16.3483  -6.6917
N  -7.5452  -11.6740  -9.5676
C  -6.2908  -12.2271  -9.9141
C  -5.1872  -11.3960  -10.2446
C  -3.8913  -11.9399  -10.4801
C  -3.7323  -13.3282  -10.4935
C  -4.8752  -14.1472  -10.3314
C  -6.1178  -13.6197  -10.0054
H  -7.8130  -10.8504  -10.1150
H  -7.6196  -11.4174  -8.6036
H  -5.3016  -10.3042  -10.1786
H  -3.0864  -11.2821  -10.7705
H  -2.7578  -13.8114  -10.6505
H  -4.7367  -15.2324  -10.4256
H  -6.9944  -14.2625  -9.8595
C  -8.0182  -10.3655  -14.8057
N  -8.8706  -11.2028  -14.0238
C  -9.7128  -12.1167  -14.6434
C  -10.5152  -12.9480  -13.9483
C  -10.3801  -12.9128  -12.5340
O  -10.9227  -13.7348  -11.7516
N  -9.6335  -11.8959  -11.9499
C  -8.8601  -10.9986  -12.5848
O  -8.2694  -10.0381  -12.1079
H  -8.5687  -9.6305  -15.3818
H  -7.4336  -10.9597  -15.5125
H  -7.3673  -9.8843  -14.0855
H  -9.7671  -12.1028  -15.7340
H  -11.2334  -13.5827  -14.4590

energy above the lowest of the compared OMol25 structures with the same formula, charge and spin: 0.0 kcal per mole
lowest unoccupied orbital energy: -0.103 Eh
charge: +1
highest occupied orbital energy: -10.943 eV

[4]
DFT (ωB97M-V/def2-TZVPD) results for C33H28N11RbS3 as an isolated structure at a distorted geometry.

CARTESIAN COORDINATES (ANGSTROEM)
Rb  0.5809  0.3275  -0.3082
S  8.2006  4.2455  -0.1127
N  7.7417  2.6877  -0.1254
C  6.4470  2.6704  0.0773
C  5.6258  1.4837  0.1663
C  6.1065  0.1830  0.0860
C  5.2437  -0.8444  0.2754
C  3.9117  -0.5272  0.4869
N  3.3784  0.6749  0.5266
C  4.2321  1.6651  0.3706
C  3.6460  3.0510  0.3709
N  2.2986  3.1698  0.2802
C  1.7767  4.3742  0.3529
C  2.4874  5.5562  0.3526
C  3.8348  5.4447  0.3979
C  4.4395  4.1324  0.3638
C  5.8740  3.9535  0.1620
N  6.7684  4.9364  0.0741
H  7.1132  -0.0860  -0.1434
H  5.4802  -1.9035  0.3221
H  3.1889  -1.3215  0.6343
H  0.6725  4.3737  0.3239
H  1.9930  6.5124  0.4200
H  4.4578  6.3093  0.5198
S  -3.9289  -4.2453  5.6097
N  -2.7453  -3.1532  5.8288
C  -2.5635  -2.6396  4.6020
C  -1.5639  -1.6627  4.3676
C  -0.8097  -1.1376  5.3956
C  0.2140  -0.2773  5.1012
C  0.4580  0.0185  3.7605
N  -0.2873  -0.4302  2.7475
C  -1.2657  -1.2974  3.0474
C  -2.0187  -1.9795  1.9546
N  -1.6129  -1.6637  0.7057
C  -2.2353  -2.2107  -0.3016
C  -3.1877  -3.2290  -0.1365
C  -3.5713  -3.6322  1.1210
C  -3.0444  -2.9419  2.1858
C  -3.2958  -3.2920  3.5762
N  -4.1760  -4.1465  4.0157
H  -1.0360  -1.3766  6.4108
H  0.6937  0.2596  5.8679
H  1.2356  0.7482  3.5020
H  -1.9771  -1.9564  -1.3151
H  -3.6838  -3.6537  -1.0368
H  -4.3497  -4.4079  1.2876
S  0.1092  -0.2062  -3.6714
C  0.3674  -1.8690  -3.1133
C  -0.2053  -2.9010  -3.8379
C  -0.1063  -4.2290  -3.5368
C  0.6847  -4.5686  -2.4588
C  1.3114  -3.4930  -1.8173
N  1.2035  -2.2115  -2.0722
H  -0.8548  -2.6681  -4.7291
H  -0.6041  -5.0400  -4.1083
H  0.8197  -5.6195  -2.1738
H  1.8952  -3.6671  -0.9111
C  -3.5627  2.2399  -3.4923
C  -3.7275  1.1196  -2.4539
C  -4.0285  -0.1717  -3.1709
C  -4.8425  1.5131  -1.5150
N  -2.5271  0.8328  -1.6609
N  -1.9830  1.9596  -0.9051
H  -4.4124  2.2541  -4.1460
H  -2.6293  2.0854  -3.9825
H  -3.5997  3.2541  -3.0800
H  -4.9136  -0.1669  -3.8524
H  -4.1219  -1.0057  -2.4960
H  -3.1497  -0.4254  -3.7914
H  -5.7887  1.6724  -2.0271
H  -4.6665  2.5003  -1.0632
H  -4.9751  0.8536  -0.6979
H  -1.7583  0.5681  -2.3628
H  -2.1995  1.7670  0.0842
H  -2.4826  2.8611  -1.1285

energy above the lowest of the compared OMol25 structures with the same formula, charge and spin: 10.2 kcal per mole
lowest unoccupied orbital energy: -0.023 Eh
highest occupied orbital energy: -6.307 eV

Number 1: energy -96455.90786 eV. Number 2: energy -55593.21798 eV. Number 3: energy -65189.96655 eV. Number 4: energy -84228.88676 eV.